[1]
Here is C35H34BrCoN3O4P2S as an isolated structure in a non-equilibrium geometry from the Open Molecules 2025 dataset. Energies are from wB97M-V/def2-TZVPD.

calculated total energy: -186591.4269 eV
frontier orbital gap (alpha / beta): 7.61 / 7.79 eV
spin multiplicity: 2
HOMO level (alpha / beta): -7.600 / -7.567 eV
molar mass: 793.5 g mol⁻¹
ΔE to the lowest compared entry with this formula, charge and spin: 0.0000 eV

Structure (XYZ):
```
81
C35H34BrCoN3O4P2S | the Open Molecules 2025 dataset | wB97M-V/def2-TZVPD
Co -0.1985 2.0209 -0.6615
C 1.7248 4.0643 1.9262
C 0.2765 4.0410 1.4632
C -0.6519 4.7500 2.4285
O -0.1579 2.6594 1.3139
C 0.1874 4.6762 0.0810
O 0.4823 5.8445 -0.0412
O -0.2302 3.8875 -0.8613
H 1.8260 3.5557 2.8916
H 2.0504 5.0970 2.0376
H 2.3726 3.5710 1.1979
H -0.5223 4.3621 3.4425
H -1.6918 4.6113 2.1275
H -0.4266 5.8150 2.4237
H 0.1362 2.1500 2.0798
C 0.0387 -1.5214 -2.2388
N 0.1351 -1.4267 -0.7500
P -0.9160 -0.1855 -0.1905
C -2.5473 -0.8480 -0.7255
C -2.7422 -2.2149 -0.9220
C -4.0120 -2.7093 -1.1719
C -5.1048 -1.8500 -1.2170
C -4.9206 -0.4954 -0.9951
C -3.6454 -0.0002 -0.7480
C -1.1552 -0.5441 1.5862
C -1.7553 0.4408 2.3711
C -2.1042 0.1733 3.6889
C -1.8511 -1.0792 4.2295
C -1.2718 -2.0671 3.4433
C -0.9381 -1.8079 2.1227
P 1.9139 -1.4067 -0.4700
C 2.1911 -3.2137 -0.6608
C 3.5008 -3.5967 -0.9499
C 3.8268 -4.9372 -1.1137
C 2.8408 -5.9090 -1.0119
C 1.5315 -5.5369 -0.7373
C 1.2118 -4.1970 -0.5589
C 2.1047 -1.2411 1.3489
C 2.1912 -2.3117 2.2403
C 2.3598 -2.0861 3.5982
C 2.4376 -0.7874 4.0862
C 2.4001 0.2851 3.2044
C 2.2551 0.0590 1.8424
H -0.9954 -1.6224 -2.5588
H 0.5820 -2.4036 -2.5758
H 0.4717 -0.6474 -2.7336
H -1.8982 -2.8903 -0.8776
H -4.1517 -3.7726 -1.3211
H -6.0949 -2.2401 -1.4158
H -5.7662 0.1811 -1.0067
H -3.5124 1.0560 -0.5633
H -1.9651 1.4147 1.9491
H -2.5748 0.9420 4.2891
H -2.1140 -1.2903 5.2582
H -1.0841 -3.0491 3.8596
H -0.5000 -2.5839 1.5094
H 4.2662 -2.8342 -1.0492
H 4.8477 -5.2209 -1.3363
H 3.0882 -6.9525 -1.1612
H 0.7582 -6.2917 -0.6622
H 0.1913 -3.9075 -0.3393
H 2.1272 -3.3293 1.8757
H 2.4304 -2.9259 4.2789
H 2.5496 -0.6123 5.1490
H 2.5088 1.2966 3.5776
H 2.2700 0.8911 1.1460
O -0.7518 3.2426 -6.6576
C -0.6582 2.8716 -5.3664
C 0.4304 2.1855 -4.8450
C 0.4012 1.8337 -3.5173
N -0.6239 2.1063 -2.6963
C -1.6368 2.8022 -3.2103
Br -3.0877 3.2643 -2.0994
C -1.7102 3.2041 -4.5270
H 0.0234 2.9423 -7.1467
H 1.2899 1.9356 -5.4538
H 1.2357 1.3194 -3.0609
H -2.5524 3.7695 -4.8955
S 4.4829 1.8448 -1.1033
C 2.8666 1.7492 -0.9781
N 1.7045 1.6305 -0.8843
```

[2]
Here is C35H34BrCoN3O4P2S as an isolated structure from the Open Molecules 2025 dataset. Energies are from wB97M-V/def2-TZVPD.

calculated total energy: -186588.9934 eV
frontier orbital gap (alpha / beta): 7.61 / 5.45 eV
spin multiplicity: 4
HOMO level (alpha / beta): -7.330 / -6.976 eV
molar mass: 793.5 g mol⁻¹
ΔE to the lowest compared entry with this formula, charge and spin: 3.0655 eV

Structure (XYZ):
```
81
C35H34BrCoN3O4P2S | the Open Molecules 2025 dataset | wB97M-V/def2-TZVPD
Co 0.0585 -0.4637 1.6136
C -4.2130 -0.7942 0.0517
C -3.2948 0.1471 0.8110
C -4.0375 0.8234 1.9705
O -2.1773 -0.5660 1.3348
C -2.8301 1.2916 -0.1080
O -3.6302 1.7921 -0.8595
O -0.6304 1.5904 1.1024
H -4.6033 -1.5471 0.7408
H -3.6591 -1.2867 -0.7471
H -5.0473 -0.2451 -0.3792
H -4.4165 0.0588 2.6504
H -4.8740 1.4123 1.5951
H -3.3678 1.4784 2.5353
H -2.3675 -1.5074 1.4478
C 0.2433 -2.5718 -1.8995
N 0.5272 -1.1453 -1.6158
P -0.9664 -0.2710 -1.8128
C -0.9529 -0.0279 -3.6311
C -2.0886 0.5743 -4.1783
C -2.1702 0.8127 -5.5395
C -1.1240 0.4362 -6.3765
C -0.0025 -0.1771 -5.8426
C 0.0846 -0.4083 -4.4730
C -0.6546 1.4597 -1.2860
C -0.0212 2.3724 -2.0792
C -0.0532 3.7533 -1.8280
C -0.8791 4.2690 -0.8002
C -1.5820 3.4367 -0.0083
C -1.4117 1.9405 -0.0592
P 1.3862 -0.8467 -0.1336
C 2.6154 0.4008 -0.6633
C 2.7831 0.8089 -1.9812
C 3.7602 1.7395 -2.3121
C 4.5877 2.2615 -1.3284
C 4.4433 1.8404 -0.0129
C 3.4619 0.9166 0.3150
C 2.4695 -2.3180 -0.0503
C 3.5349 -2.5093 -0.9318
C 4.3066 -3.6572 -0.8543
C 4.0243 -4.6215 0.1075
C 2.9727 -4.4338 0.9903
C 2.1955 -3.2837 0.9139
H -0.4183 -2.6351 -2.7645
H -0.2454 -3.0779 -1.0598
H 1.1633 -3.0988 -2.1421
H -2.9066 0.8700 -3.5277
H -3.0509 1.2882 -5.9518
H -1.1895 0.6171 -7.4417
H 0.8112 -0.4784 -6.4907
H 0.9625 -0.8857 -4.0545
H 0.4929 2.0255 -2.9669
H 0.5051 4.4249 -2.4656
H -0.9667 5.3400 -0.6684
H -2.2481 3.8221 0.7565
H -1.0542 1.9193 1.9064
H 2.1476 0.3877 -2.7492
H 3.8774 2.0519 -3.3427
H 5.3490 2.9870 -1.5858
H 5.0969 2.2295 0.7578
H 3.3629 0.5753 1.3387
H 3.7629 -1.7560 -1.6768
H 5.1318 -3.8009 -1.5404
H 4.6306 -5.5166 0.1675
H 2.7514 -5.1798 1.7427
H 1.3716 -3.1318 1.5997
O -0.9143 1.0781 7.8110
C -0.7919 0.8301 6.4921
C -1.7057 0.0660 5.7731
C -1.4837 -0.1287 4.4272
N -0.4375 0.3888 3.7715
C 0.4243 1.0914 4.4881
Br 1.9433 1.7173 3.5396
C 0.3115 1.3603 5.8352
H -1.6895 0.6264 8.1629
H -2.5619 -0.3892 6.2555
H -2.1445 -0.7435 3.8335
H 1.0514 1.9366 6.3694
S -2.0899 -4.3674 3.4614
C -1.1513 -3.1375 2.9643
N -0.4978 -2.2408 2.5863
```

The highest spin multiplicity belongs to which entry? number 2

The lowest spin multiplicity belongs to which entry? number 1

molar mass of number 1 (C35H34BrCoN3O4P2S)? 793.5 g mol⁻¹